[1]
Here is 9 unconnected molecules or ions with the total composition C54H50F4O10 in a non-equilibrium geometry from OMol25. Energies are from ωB97M-V with the def2-TZVPD basis set.

The calculation puts the HOMO energy (spin up / spin down) at -9.33 / -9.33 eV. The HOMO-LUMO gap (spin up / spin down) is 0.2340 / 0.0943 hartree. As for the spin multiplicity: 2. The total charge is +1.

Positions of all 118 atoms, in Å:
H (17.951, -6.631, -17.039)
F (20.651, -5.565, -17.233)
C (18.524, -6.234, -26.583)
H (23.225, -5.597, -13.471)
C (24.405, -10.654, -22.621)
H (22.704, -11.906, -20.215)
H (27.784, -5.669, -15.363)
C (21.290, -4.121, -20.718)
H (19.807, 1.322, -20.362)
H (25.636, -11.230, -20.987)
C (17.983, -5.945, -19.088)
H (26.834, -3.573, -15.987)
C (21.678, -8.724, -20.466)
H (21.501, -8.258, -24.946)
H (22.750, -4.893, -19.271)
C (22.510, -4.715, -20.309)
C (22.493, -7.116, -16.946)
C (26.502, -5.224, -17.016)
O (25.690, -3.020, -24.845)
H (21.830, -3.955, -24.057)
C (22.993, -5.997, -14.447)
H (24.149, -8.431, -16.544)
C (19.513, -0.427, -19.228)
C (17.881, -2.006, -20.067)
C (18.312, 0.113, -21.257)
C (23.421, -5.027, -21.298)
H (18.530, -10.659, -21.571)
H (24.624, -7.456, -14.377)
H (28.208, -3.264, -25.695)
O (26.326, -3.938, -16.715)
H (25.160, -5.112, -18.583)
H (21.444, -4.565, -14.959)
C (27.275, -6.091, -16.217)
C (25.911, -9.092, -21.427)
C (19.404, -10.096, -21.280)
C (19.414, -8.696, -21.261)
C (20.725, -7.696, -25.444)
H (20.558, -3.847, -19.972)
C (20.539, -10.804, -20.865)
H (22.302, -7.486, -17.943)
C (18.849, -1.685, -19.144)
C (20.062, -8.195, -26.614)
O (15.400, -7.300, -16.945)
H (20.016, -3.589, -22.395)
C (23.785, -7.031, -14.907)
O (17.749, -5.250, -21.395)
C (25.852, -5.779, -18.090)
H (18.104, 0.770, -22.089)
C (21.971, -4.176, -23.009)
C (25.471, -8.061, -22.287)
H (20.747, -0.901, -17.902)
C (21.670, -6.074, -16.482)
C (23.535, -7.640, -16.139)
C (19.294, 0.373, -20.312)
O (27.990, -0.335, -29.153)
C (28.105, -1.865, -27.324)
O (27.275, -9.143, -18.046)
H (26.078, -3.899, -24.829)
H (17.732, -5.643, -27.019)
O (18.304, -8.088, -21.601)
C (18.977, -7.403, -27.217)
H (20.425, -11.877, -20.900)
H (28.067, -8.120, -15.975)
C (27.587, -2.562, -26.232)
C (24.518, -8.323, -23.252)
H (22.619, -8.258, -20.213)
C (27.438, -7.448, -16.539)
H (24.618, -0.892, -26.072)
H (29.106, -2.134, -27.628)
F (18.822, -4.646, -24.822)
H (19.043, -2.316, -18.290)
C (27.379, -0.917, -28.046)
C (23.150, -4.742, -22.621)
C (26.140, -7.052, -18.517)
H (23.962, -11.640, -22.615)
O (16.587, -1.257, -22.022)
H (17.022, -4.909, -21.922)
H (25.684, 0.308, -28.130)
H (20.366, -9.132, -27.056)
H (20.504, -6.294, -23.872)
H (16.800, -0.996, -22.921)
F (25.849, -6.758, -22.198)
H (17.430, -2.984, -19.978)
C (16.036, -6.827, -18.027)
C (19.170, -5.834, -25.387)
C (21.991, -5.450, -15.251)
C (20.583, -8.039, -20.830)
H (23.291, -9.885, -24.199)
C (20.992, -3.916, -22.067)
C (20.260, -6.510, -24.902)
H (19.012, -5.673, -18.901)
C (26.113, -0.546, -27.628)
H (26.493, -9.615, -18.341)
H (20.545, -6.964, -20.727)
H (14.186, -6.702, -19.159)
C (26.274, -2.284, -25.911)
H (14.994, -8.146, -17.146)
C (26.985, -7.875, -17.700)
O (20.471, -0.095, -18.345)
H (26.632, -8.856, -20.658)
C (21.715, -10.144, -20.506)
C (24.037, -9.598, -23.473)
H (25.697, -7.432, -19.426)
F (24.064, -5.023, -23.543)
C (17.241, -5.877, -20.238)
H (24.359, -5.387, -20.901)
H (27.256, 0.126, -29.566)
C (25.361, -10.397, -21.617)
C (25.587, -1.160, -26.466)
C (15.911, -6.232, -20.286)
C (17.570, -1.045, -21.088)
C (15.263, -6.624, -19.166)
H (18.489, -7.647, -28.149)
O (22.726, -10.971, -19.996)
H (18.169, -7.193, -21.281)
H (24.291, -7.535, -23.955)
C (17.389, -6.545, -17.957)
H (15.373, -6.118, -21.215)


[2]
Here is 4 unconnected molecules or ions with the total composition C54H53IN3O9P2S2Si in a non-equilibrium geometry from OMol25. Energies are from ωB97M-V with the def2-TZVPD basis set.

The calculation puts the HOMO energy at -10.56 eV. The HOMO-LUMO gap is 0.2729 hartree. The total charge is +1.

Positions of all 125 atoms, in Å:
I (6.639, -1.006, -7.149)
O (-12.041, 1.056, 5.153)
C (-4.154, -5.724, 5.702)
H (8.294, 0.378, -1.731)
C (4.607, -1.973, -3.382)
N (3.473, -1.506, -4.304)
H (-13.994, 2.100, 3.994)
C (5.814, -2.002, -4.466)
H (4.080, -3.116, -0.555)
H (-8.157, -3.928, 0.319)
C (-4.327, -3.585, -0.125)
C (5.711, -0.562, -5.192)
C (8.244, 6.123, -0.056)
C (5.986, 3.123, 0.194)
C (-9.871, -0.698, 5.034)
H (-0.209, -0.432, -0.819)
C (-10.321, -0.898, 2.669)
C (-6.224, -4.195, 1.237)
H (-7.705, -2.851, 3.572)
H (1.830, -3.771, 1.523)
C (-6.564, -3.342, -0.992)
H (10.697, 9.969, 0.733)
H (0.930, -2.364, 2.295)
H (6.704, -2.232, -3.809)
H (2.934, 0.803, -7.320)
C (0.663, -0.177, -0.144)
C (-8.517, -2.150, 3.666)
C (-4.487, -4.960, 3.440)
H (-8.227, -1.862, 5.778)
C (-14.485, 2.039, 1.906)
S (1.306, -1.273, -6.562)
C (-13.717, 1.716, 3.018)
H (5.531, 2.392, -0.467)
C (-12.599, 0.895, 2.879)
H (0.083, -3.310, 0.984)
H (-15.359, 2.671, 2.018)
O (8.489, -0.489, -4.314)
C (7.370, 5.071, 0.514)
H (1.119, 1.171, -5.038)
C (4.085, -0.413, -5.160)
H (-2.556, -5.283, 4.340)
H (-7.233, -3.058, -1.797)
C (10.082, 9.177, 1.147)
H (-7.463, -5.467, 5.004)
H (9.819, 8.197, -0.744)
H (5.902, 1.842, -6.357)
C (9.785, 9.163, 2.507)
H (5.062, 0.433, -2.315)
C (-9.265, -1.801, 2.548)
H (-9.025, -2.235, 1.585)
O (7.484, 5.998, 3.988)
H (6.968, 4.169, -1.402)
O (-10.801, -0.961, 0.371)
C (1.096, -2.932, 1.318)
C (-3.630, -5.321, 4.480)
H (0.235, 0.017, 0.901)
P (3.124, -0.529, -6.791)
C (3.353, -3.278, -1.409)
C (3.398, -0.917, 1.025)
C (-4.844, -4.083, 1.071)
C (6.793, 4.125, -0.332)
C (-13.022, 0.731, 0.507)
H (7.166, 1.819, -2.254)
C (9.005, 8.143, 3.040)
H (1.349, 0.426, -3.516)
H (7.731, 1.627, -5.898)
O (-7.995, -4.793, 2.658)
H (3.142, 3.307, -5.195)
C (-10.632, -0.356, 3.916)
H (-3.255, -3.483, -0.257)
H (8.780, 8.137, 4.101)
O (2.251, -2.349, -1.444)
C (7.694, 6.046, 2.790)
C (-11.101, -0.522, 1.468)
N (6.350, 0.612, -4.561)
H (2.757, -1.235, -3.610)
C (9.588, 8.179, 0.316)
C (-11.776, 0.572, 4.068)
C (-8.816, -1.594, 4.907)
C (-5.533, -5.767, 5.892)
H (-12.754, 0.352, -0.474)
C (4.147, -3.382, -2.786)
H (5.138, 2.269, 1.978)
C (-5.869, -5.027, 3.622)
Si (1.884, -1.660, 0.106)
C (7.126, 5.018, 1.886)
C (-14.132, 1.554, 0.649)
H (-3.486, -5.999, 6.512)
H (-14.727, 1.814, -0.220)
N (1.657, 1.156, -4.164)
H (3.507, -3.998, -3.494)
H (2.994, -0.510, 2.014)
H (3.325, -2.363, -4.865)
C (8.512, 7.136, 2.211)
H (3.744, -1.321, -7.802)
C (6.330, 4.001, 2.412)
C (6.652, 1.720, -5.524)
O (8.499, 6.135, -1.248)
H (8.919, 1.686, -2.816)
C (-5.186, -3.211, -1.152)
H (6.627, 2.691, -4.915)
C (8.794, 7.162, 0.844)
C (-6.390, -5.426, 4.852)
H (5.081, -4.011, -2.580)
H (1.273, 0.697, -0.535)
H (3.891, -0.057, 0.481)
O (-2.712, -4.436, 1.993)
C (-3.920, -4.491, 2.154)
P (3.388, 1.225, -4.389)
C (7.627, 0.295, -3.907)
C (-7.083, -3.833, 0.199)
H (-4.782, -2.819, -2.079)
H (5.674, -2.761, -5.311)
C (-12.259, 0.390, 1.623)
H (2.895, -4.316, -1.231)
S (5.074, -0.901, -1.954)
H (4.121, -1.748, 1.301)
H (6.148, 3.948, 3.480)
O (3.607, 2.510, -5.517)
C (5.762, 3.056, 1.567)
H (-10.102, -0.271, 6.004)
H (-5.940, -6.070, 6.850)
C (7.975, 1.091, -2.555)
H (10.163, 9.948, 3.153)
C (-6.790, -4.683, 2.516)